No. 1
{"formula": "C40H50N4P2S2ScSi2", "method": "ωB97M-V/def2-TZVPD", "fmax_ev_per_a": 0.50, "orbital_gap_ev": 6.3, "homo_energy_ev": -3.80, "lumo_ev": 2.54, "charge": -1, "symbols": ["C", "N", "H", "H", "H", "Si", "H", "H", "H", "H", "H", "H", "H", "C", "H", "Si", "C", "C", "H", "H", "H", "C", "H", "H", "H", "H", "H", "C", "H", "H", "H", "C", "C", "C", "C", "H", "C", "S", "C", "C", "C", "C", "C", "C", "H", "N", "Sc", "H", "H", "C", "H", "H", "C", "H", "H", "C", "H", "C", "H", "H", "H", "C", "C", "S", "H", "H", "C", "H", "H", "C", "C", "H", "C", "C", "H", "C", "C", "C", "C", "H", "N", "H", "H", "C", "H", "P", "H", "N", "C", "P", "C", "H", "C", "H", "H", "C", "C", "C", "H", "C", "H"], "coordinates": [[1.909, -1.111, -3.936], [3.650, 0.286, -1.205], [-4.400, -1.974, 0.434], [1.927, -1.975, 5.815], [-2.682, 4.978, 0.142], [-2.081, -2.826, 0.254], [-3.306, 1.364, -1.941], [3.558, -6.076, 0.034], [-4.111, 2.907, -1.627], [1.491, 2.080, -1.771], [-3.532, -1.161, -0.883], [-1.095, -5.085, -0.021], [2.690, 3.949, -2.732], [3.004, -5.177, 0.267], [2.402, 1.583, 5.410], [-2.291, 2.554, -0.016], [0.422, 1.858, 2.671], [3.959, -0.279, -4.789], [-0.223, -1.185, 6.755], [4.651, -0.103, -5.604], [5.175, 0.710, -3.321], [2.555, 5.029, 0.473], [-2.332, -4.786, -1.248], [-1.505, 3.295, 5.063], [2.883, 0.264, -0.501], [-1.749, -0.662, 2.788], [0.499, -4.096, 2.257], [-2.035, -0.723, -4.163], [-3.485, 2.464, 2.238], [-3.451, -0.760, -5.808], [3.398, 5.866, -1.314], [1.285, -1.764, 3.783], [0.249, -1.410, 2.921], [1.863, 3.959, 1.029], [-2.504, -3.483, 1.970], [4.382, 0.963, -1.072], [0.458, 2.492, 5.390], [-1.357, -1.792, -2.918], [1.998, -5.208, 1.224], [1.564, -2.859, 0.858], [-1.503, -4.336, -0.700], [-0.660, 2.487, 3.265], [-3.695, -2.127, -0.385], [2.580, -2.837, -0.089], [-1.362, 4.523, 1.223], [2.164, -0.658, -2.699], [-0.258, -0.175, -1.319], [2.487, -1.355, -5.973], [-2.635, -2.291, -5.502], [1.285, 0.013, 0.532], [2.232, -2.094, 3.374], [-0.733, -4.084, -1.427], [2.864, 5.032, -0.878], [1.623, 3.984, 2.084], [-1.960, 2.465, -5.283], [-1.663, 0.556, -4.338], [2.845, 5.863, 1.098], [-1.800, 4.342, 0.241], [-3.200, -4.315, 1.834], [-3.752, 1.019, 1.266], [4.075, -3.955, -1.134], [3.294, -3.990, -0.387], [4.255, 0.182, -3.533], [-0.423, 1.355, -3.361], [-1.638, -3.865, 2.508], [-2.539, 2.846, -2.462], [-0.091, -1.249, 5.682], [-1.532, 2.719, 2.677], [-2.991, -2.744, 2.606], [1.544, 1.850, 4.807], [3.341, -0.055, -2.485], [-4.159, -2.784, -1.118], [-2.267, 1.429, -5.417], [-3.140, 2.413, -1.665], [-2.057, -0.516, 5.236], [-0.952, -0.964, 3.457], [-0.647, 2.808, 4.617], [2.766, -0.971, -5.003], [2.474, 3.959, -1.672], [2.812, -1.911, -0.597], [-0.952, 1.482, 0.142], [2.361, 1.017, 3.004], [-3.904, -1.759, -4.421], [1.476, 2.874, 0.247], [-1.949, 1.118, -6.416], [0.479, 1.466, 0.880], [-4.590, 2.519, 0.879], [-0.876, -1.589, 0.315], [1.526, 1.537, 3.459], [0.509, -1.383, 1.114], [-1.121, -0.878, 4.832], [1.765, -6.130, 1.741], [1.787, 2.897, -1.111], [-1.069, 4.652, -0.508], [0.938, -1.581, -4.057], [-3.063, -1.406, -5.025], [1.116, -1.694, 5.156], [-3.641, 2.104, 1.223], [-3.358, 1.405, -5.396], [1.282, -4.057, 1.511], [0.469, 2.730, 6.445]], "forces_ev_per_a": [[-0.149, 0.032, -0.041], [-0.044, 0.055, 0.114], [-0.052, 0.005, 0.078], [0.022, -0.014, 0.028], [-0.017, 0.074, -0.005], [0.245, 0.077, 0.172], [-0.019, 0.047, 0.002], [0.017, -0.027, -0.004], [-0.103, 0.070, 0.036], [0.030, 0.149, 0.186], [-0.050, -0.226, 0.104], [0.039, -0.055, 0.066], [0.019, 0.005, -0.069], [0.012, -0.029, 0.002], [0.032, -0.017, 0.024], [0.136, -0.194, 0.155], [0.003, 0.013, -0.086], [-0.041, -0.035, -0.092], [-0.006, 0.005, 0.021], [0.012, -0.013, -0.018], [0.037, 0.016, -0.005], [-0.017, -0.036, -0.022], [-0.060, -0.051, -0.035], [-0.011, 0.009, 0.006], [0.156, -0.056, -0.123], [-0.010, -0.004, -0.037], [-0.032, 0.015, 0.021], [0.092, 0.012, -0.004], [0.041, 0.009, 0.124], [-0.035, 0.083, -0.071], [0.008, 0.018, -0.007], [-0.009, -0.023, 0.016], [0.075, -0.079, -0.030], [0.038, 0.029, 0.060], [-0.008, -0.065, 0.021], [-0.038, -0.025, -0.017], [0.005, -0.010, -0.038], [-0.151, 0.171, 0.031], [0.021, 0.036, -0.040], [-0.051, 0.071, 0.055], [0.024, -0.017, -0.081], [-0.058, 0.060, 0.050], [-0.003, 0.434, -0.194], [0.026, 0.125, -0.063], [0.031, 0.022, 0.058], [-0.264, -0.083, 0.040], [0.145, 0.172, 0.451], [0.017, -0.001, -0.054], [0.045, -0.022, 0.008], [-0.213, 0.048, -0.074], [0.030, -0.020, -0.025], [0.020, 0.016, -0.026], [-0.008, -0.035, -0.028], [-0.010, -0.028, 0.003], [0.026, -0.027, 0.025], [0.065, -0.077, 0.007], [0.010, 0.026, 0.025], [-0.033, 0.106, 0.010], [-0.070, -0.073, 0.026], [0.001, -0.085, -0.011], [0.032, 0.000, -0.031], [-0.021, 0.002, 0.023], [-0.031, -0.012, 0.039], [-0.080, -0.071, 0.044], [0.049, -0.036, 0.060], [-0.010, 0.042, -0.027], [0.026, -0.016, 0.028], [-0.047, 0.032, -0.076], [-0.038, 0.064, 0.019], [-0.033, 0.041, 0.032], [0.093, 0.053, 0.159], [-0.030, -0.076, -0.072], [-0.023, 0.060, -0.044], [0.043, -0.215, -0.182], [-0.022, 0.009, 0.015], [-0.051, 0.087, 0.011], [0.013, -0.016, -0.013], [0.060, 0.046, 0.075], [-0.009, 0.034, 0.086], [-0.016, -0.057, 0.043], [0.104, 0.073, -0.373], [0.023, 0.007, -0.026], [0.000, 0.017, 0.024], [-0.086, 0.015, 0.069], [0.017, -0.019, -0.026], [0.102, -0.093, -0.005], [-0.079, 0.016, -0.012], [0.076, -0.258, -0.233], [0.018, -0.019, -0.037], [0.097, -0.043, -0.096], [0.013, -0.011, -0.028], [-0.011, -0.048, 0.022], [-0.036, -0.195, -0.218], [0.037, 0.001, -0.055], [0.085, 0.021, 0.013], [-0.017, -0.049, 0.031], [-0.063, 0.018, -0.025], [-0.056, 0.033, -0.012], [-0.038, -0.015, 0.005], [-0.026, -0.017, 0.027], [0.012, 0.009, 0.043]], "mulliken_charge": [-0.53, 0.22, 0.33, 0.42, 0.47, 0.43, 0.14, 0.37, 0.47, -0.19, -0.11, 0.28, 0.53, -0.67, 0.37, 0.13, 1.27, -0.28, 0.39, 0.39, 0.40, -0.80, 0.41, 0.37, -0.33, 0.64, 0.27, 0.68, 0.37, 0.47, 0.37, -0.58, 0.09, -0.64, -1.24, 0.35, -0.60, -0.53, -0.75, -0.04, -1.18, -0.33, -0.74, -0.96, 0.29, 1.11, -0.79, 0.46, 0.28, -2.37, 0.53, 0.27, -0.81, 0.39, 0.42, 0.51, 0.44, -1.11, 0.45, 0.21, 0.46, -0.55, -1.22, -0.41, 0.26, 0.15, -0.61, -0.45, 0.29, -0.80, 0.57, 0.31, -1.98, -1.09, 0.43, -0.33, -0.84, -1.08, -0.94, 0.51, 0.94, 0.35, 0.24, 0.32, 0.40, 2.64, 0.45, 0.80, -0.27, 3.20, -1.03, 0.42, 0.00, 0.26, 0.31, -1.67, -0.84, -1.16, 0.37, -0.24, 0.35]}

***

No. 2
{"formula": "C32H34F3N3Pt", "method": "ωB97M-V/def2-TZVPD", "spin_multiplicity": 3, "fmax_ev_per_a": 0.71, "orbital_gap_ev": [5.4, 7.0], "homo_energy_ev": [-5.21, -8.41], "lumo_ev": [0.18, -1.46], "charge": 0, "symbols": ["Pt", "H", "H", "C", "H", "C", "H", "C", "H", "C", "C", "C", "C", "H", "H", "C", "C", "C", "C", "H", "C", "N", "C", "F", "H", "H", "H", "H", "C", "C", "H", "H", "H", "C", "H", "C", "H", "C", "C", "H", "H", "H", "H", "H", "C", "C", "H", "H", "F", "C", "H", "H", "C", "H", "H", "H", "C", "H", "N", "C", "C", "C", "H", "C", "H", "C", "N", "F", "H", "C", "C", "H", "C"], "coordinates": [[0.064, 0.067, 0.015], [-7.254, -0.245, -1.925], [-1.758, 2.628, 0.164], [1.541, 2.583, 0.129], [7.719, 2.068, 1.532], [-6.467, 0.068, -1.252], [2.603, -1.729, -0.088], [1.898, 6.761, -1.021], [1.343, 6.528, -1.931], [-1.586, 0.959, -5.301], [6.711, 2.043, -1.026], [-2.550, 1.768, -4.714], [-4.130, 0.419, -0.807], [1.362, 6.443, 2.386], [-0.789, 7.039, 1.133], [1.791, 3.977, 0.163], [-0.183, 7.238, 0.248], [2.531, 1.578, 0.090], [-2.321, 0.536, -2.663], [6.486, 1.562, -1.979], [0.774, 4.890, 0.198], [0.238, 2.140, 0.128], [7.189, -0.135, 0.070], [0.705, -2.358, -1.361], [7.779, 2.269, -0.999], [4.256, 2.850, 0.197], [-3.683, 2.174, -2.938], [-0.860, -1.035, -2.657], [-0.986, -0.055, -4.565], [0.039, -1.951, -0.233], [-7.809, 0.540, 0.352], [6.168, 2.987, -0.990], [-0.800, 7.066, -0.636], [-5.146, 0.029, -1.672], [-1.300, 1.121, -6.332], [6.336, 1.130, 0.150], [6.379, 1.225, 2.325], [-0.755, 3.038, 0.165], [-1.344, -0.262, -3.242], [6.106, 2.787, 1.553], [-1.413, 5.041, 0.238], [-4.901, -0.309, -2.671], [0.090, 8.294, 0.263], [5.000, -1.370, -0.032], [-0.554, 4.391, 0.205], [-5.765, 0.898, 0.893], [6.995, -0.809, 0.906], [2.855, 6.168, 1.489], [0.632, -2.644, 0.781], [3.923, 1.824, 0.129], [2.119, 7.831, -1.019], [-3.646, 1.152, 1.146], [-2.924, 1.553, -3.397], [-3.011, 2.565, -5.282], [2.817, 4.316, 0.154], [-6.004, 1.239, 1.891], [-2.699, 0.349, -1.235], [2.846, 6.223, -1.060], [-1.814, 0.143, -0.379], [-4.444, 0.854, 0.478], [6.651, 1.846, 1.470], [2.998, -0.729, -0.026], [2.134, 7.779, 1.518], [1.087, 6.388, 0.227], [8.245, 0.139, 0.104], [4.842, 0.814, 0.092], [2.084, 0.264, 0.015], [-1.195, -2.505, -0.354], [7.017, -0.683, -0.858], [4.345, -0.514, 0.009], [-6.777, 0.505, 0.028], [-0.231, -0.683, -5.019], [1.910, 6.710, 1.481]], "forces_ev_per_a": [[0.068, 0.154, -0.692], [-0.006, 0.000, -0.006], [0.009, 0.011, 0.006], [-0.016, 0.061, -0.030], [0.007, 0.001, -0.003], [0.017, 0.010, 0.027], [0.010, -0.034, 0.010], [0.007, 0.004, -0.021], [-0.012, -0.002, -0.001], [0.009, -0.011, 0.034], [0.015, 0.000, -0.011], [0.012, -0.016, 0.017], [0.086, 0.029, -0.088], [-0.011, -0.001, 0.001], [0.008, -0.007, 0.016], [0.020, -0.062, -0.003], [-0.014, 0.022, 0.001], [0.049, -0.062, 0.018], [-0.134, 0.141, -0.058], [-0.002, -0.011, -0.001], [-0.037, 0.093, 0.012], [-0.100, -0.085, 0.145], [0.042, -0.015, 0.000], [0.051, -0.012, -0.097], [0.004, -0.003, 0.003], [0.000, 0.017, 0.011], [0.012, 0.002, 0.002], [-0.086, 0.014, -0.089], [-0.007, 0.043, -0.012], [-0.070, 0.122, 0.275], [-0.010, -0.004, 0.003], [-0.011, 0.011, 0.003], [0.007, -0.006, -0.015], [-0.034, -0.003, -0.020], [0.006, 0.000, -0.010], [-0.067, -0.025, -0.004], [-0.002, -0.014, -0.003], [0.009, -0.049, 0.013], [0.118, -0.054, -0.013], [-0.002, 0.007, 0.000], [-0.006, 0.026, -0.002], [-0.008, -0.013, 0.012], [-0.001, 0.002, 0.001], [0.005, 0.010, 0.000], [0.045, -0.009, -0.019], [0.027, -0.011, -0.037], [-0.009, 0.010, 0.013], [0.004, -0.004, 0.000], [0.058, -0.058, 0.062], [-0.047, 0.023, -0.001], [0.000, 0.008, 0.003], [-0.001, -0.001, 0.008], [-0.017, -0.009, -0.100], [-0.001, 0.003, -0.011], [0.010, -0.001, -0.001], [-0.004, 0.007, 0.009], [-0.251, -0.091, 0.116], [0.004, -0.005, 0.001], [0.383, -0.024, 0.340], [-0.023, -0.009, 0.038], [-0.003, 0.010, 0.006], [-0.084, 0.103, 0.033], [0.000, 0.008, 0.000], [-0.017, -0.064, -0.004], [0.006, -0.006, -0.002], [0.091, -0.013, 0.010], [-0.080, -0.104, 0.170], [-0.062, -0.038, -0.019], [-0.001, 0.014, -0.013], [0.014, -0.015, -0.023], [0.013, -0.003, -0.018], [0.007, -0.010, -0.009], [0.006, 0.001, 0.018]], "mulliken_charge": [0.57, 0.40, 0.28, -0.65, 0.44, -0.77, 0.36, -1.59, 0.37, -0.42, -1.58, -0.81, 0.58, 0.37, 0.40, 0.23, -2.22, -0.34, 0.46, 0.38, 0.85, -0.94, -2.23, -0.25, 0.44, 0.30, 0.53, 0.32, -0.84, 0.22, 0.39, 0.31, 0.40, -0.25, 0.40, 1.97, 0.37, -0.38, -0.32, 0.31, 0.49, 0.49, 0.44, 0.48, -0.69, -0.77, 0.41, 0.31, -0.21, 0.13, 0.45, 0.42, -0.25, 0.40, 0.36, 0.40, 0.43, 0.31, -0.45, -0.27, -1.57, -0.55, 0.44, 1.95, 0.44, 0.76, -0.38, -0.24, 0.41, -0.69, -0.41, 0.43, -1.57]}

***

Here are the calculated E_tot numbers, same order: -4592.4204; -1822.9831 (hartree).